The following is a DFT calculation (ωB97M-V/def2-TZVPD) of a structure of composition C30H70GeN2O6SbSi2Ti.

The lowest unoccupied orbital energy is -2.674 eV. Its energy above the lowest of the compared OMol25 structures with the same formula, charge and spin is 0.0 kcal per mole. The calculation puts the highest occupied orbital energy at -0.383 hartree. As for the charge: +1. As for the gap between HOMO and LUMO: 0.284 Eh. The calculation puts the max |F| at 1.6 eV/Å.

Geometry (Å):
Ti: 0.01840 0.38259 0.89467
C: -1.66547 4.10210 0.42176
C: -1.48970 3.10326 1.56001
C: -2.76831 2.36065 1.78352
C: -1.08333 3.86571 2.78414
O: -0.44087 2.16291 1.19626
Ge: 1.23902 2.97815 0.04300
O: 0.37389 2.55976 -1.47453
C: 0.32371 3.35569 -2.68776
C: -1.13701 3.50089 -3.13316
C: 1.10080 2.60143 -3.75249
C: 0.95630 4.74578 -2.52650
O: 1.67711 0.96426 0.26432
C: 2.87291 0.47390 -0.44001
C: 3.57295 -0.44196 0.55892
C: 3.74848 1.66617 -0.83651
C: 2.40910 -0.29406 -1.65443
H: -2.56294 4.67715 0.63591
H: -1.74743 3.57783 -0.50995
H: -0.79210 4.75412 0.40559
H: -3.58342 3.09761 1.94283
H: -2.74402 1.67452 2.61787
H: -3.08352 1.77554 0.89903
H: -1.85699 4.59971 3.00219
H: -0.14372 4.42578 2.62597
H: -0.93890 3.23353 3.64535
H: -1.70484 2.59554 -2.90686
H: -1.19611 3.72648 -4.19991
H: -1.55448 4.34709 -2.60477
H: 0.69804 1.58689 -3.77227
H: 2.17392 2.53864 -3.47460
H: 0.98387 3.08803 -4.74442
H: 0.46023 5.32999 -1.74096
H: 0.88123 5.27314 -3.47345
H: 2.00869 4.62626 -2.27611
H: 2.82347 -1.14691 0.95420
H: 3.95790 0.05165 1.46565
H: 4.36568 -0.98886 0.04561
H: 4.04192 2.24628 0.00987
H: 3.25634 2.29722 -1.59538
H: 4.64979 1.25029 -1.29143
H: 1.74379 -1.12227 -1.35508
H: 3.25997 -0.81136 -2.14562
H: 1.87238 0.30960 -2.36732
C: -5.26465 0.03748 -0.59035
C: -3.89123 0.43735 -1.04624
N: -3.60239 1.50118 -1.66285
O: -4.74099 2.24238 -1.92044
C: -2.73798 -0.51098 -0.83653
C: -2.95575 -1.93034 -1.23737
N: -1.66891 -0.09873 -0.26761
O: -0.62587 -1.01513 -0.19105
H: -5.75862 0.89960 -0.16456
H: -5.12498 -0.74248 0.16874
H: -5.86582 -0.38215 -1.42578
H: -4.44067 2.91924 -2.52179
H: -2.71558 -2.59208 -0.36880
H: -2.23132 -2.14284 -2.04176
H: -3.96752 -2.12526 -1.58003
C: 1.00554 -5.64886 -0.23056
Sb: 1.90558 -3.63889 -0.30866
C: 3.11730 -4.06825 1.48983
C: 3.35487 -4.11020 -1.85899
H: 1.76249 -6.43901 -0.37344
H: 0.19567 -5.78143 -0.94360
H: 0.59453 -5.74640 0.79386
H: 2.85312 -5.08217 1.80501
H: 2.91451 -3.38930 2.28956
H: 4.15607 -4.02647 1.18327
H: 3.84047 -5.03178 -1.58174
H: 4.06646 -3.28468 -2.01179
H: 2.80813 -4.21195 -2.79201
C: -0.38009 -2.51454 5.01936
Si: -0.96260 -1.81108 3.36835
C: -0.97353 -3.28644 2.21240
C: -2.66735 -1.11821 3.42752
C: 0.30040 -0.50693 2.68384
Si: 1.45341 0.38999 3.87639
C: 0.30533 1.07875 5.15579
C: 2.78198 -0.78307 4.45580
C: 2.42984 1.87543 3.24045
H: -1.22052 -3.19214 5.36990
H: -0.17140 -1.79274 5.79794
H: 0.49393 -3.13047 4.86308
H: -1.65118 -4.06414 2.51480
H: 0.05236 -3.65331 2.24599
H: -1.16116 -2.97250 1.16764
H: -3.37355 -1.90847 3.78103
H: -2.93440 -0.91528 2.37462
H: -2.81749 -0.26790 4.08653
H: 0.95988 -1.23115 2.12296
H: -0.38247 0.32460 5.57534
H: -0.36163 1.83016 4.68837
H: 0.81788 1.51686 6.00334
H: 2.30349 -1.69020 4.82961
H: 3.44932 -0.28610 5.19093
H: 3.40923 -1.09818 3.62335
H: 3.13781 2.18279 4.02686
H: 1.78622 2.70493 2.97629
H: 2.98667 1.60626 2.35513
C: -0.03691 -2.07385 -5.16907
C: -1.35302 -1.44673 -5.61095
C: -1.50402 -0.32773 -4.62312
O: -0.81111 -0.74476 -3.38942
C: -0.07047 -1.91907 -3.68493
H: 0.80037 -1.48504 -5.57857
H: 0.05228 -3.08764 -5.53020
H: -2.12899 -2.17705 -5.49201
H: -1.35543 -1.08549 -6.64561
H: -2.51433 -0.06954 -4.32316
H: -1.02456 0.59125 -5.01238
H: -0.55742 -2.79459 -3.25522
H: 0.93402 -1.80527 -3.28643